1.
{
  "formula": "C31H48AsBIrN2O5Si3",
  "method": "ωB97M-V/def2-TZVPD",
  "multiplicity": 2,
  "homo_energy_ev": [-6.60, -7.13],
  "charge": 0,
  "orbital_gap_ev": [6.46, 6.99],
  "de_lowest_ev": 0.173,
  "s2": 0.754,
  "elements": ["H", "H", "H", "H", "C", "C", "H", "H", "H", "H", "C", "H", "H", "C", "C", "C", "H", "H", "C", "H", "H", "H", "C", "O", "O", "C", "C", "O", "H", "H", "H", "C", "C", "H", "C", "H", "C", "H", "N", "H", "H", "Si", "H", "H", "H", "H", "H", "C", "C", "H", "C", "C", "C", "C", "C", "H", "H", "H", "H", "H", "H", "O", "H", "C", "B", "Ir", "H", "H", "H", "H", "C", "N", "H", "H", "C", "As", "H", "Si", "C", "H", "C", "C", "C", "C", "O", "Si", "H", "C", "H", "H", "C", "H"],
  "xyz": [[1.523, -0.937, -4.989], [-1.140, -4.931, -1.962], [6.464, 0.350, 2.251], [4.637, -0.411, -3.158], [-0.422, 4.836, 2.702], [-0.809, -3.919, -1.698], [-4.297, -0.564, 5.288], [-1.546, -3.223, -2.097], [-2.619, 1.590, -2.281], [4.032, 0.510, -1.778], [1.918, -1.739, -4.366], [-2.081, -1.169, -2.294], [3.901, 3.375, 0.587], [-5.193, -0.911, -1.025], [-0.453, 1.266, -4.658], [-3.174, -0.481, 2.096], [0.480, 1.134, -5.209], [-5.131, -0.432, 2.969], [3.755, 0.088, -2.744], [-1.086, 0.399, -4.849], [0.388, -6.161, 0.533], [-0.196, 5.845, 2.364], [3.459, 0.009, 0.821], [1.456, 2.013, 3.521], [0.786, 0.321, 2.228], [1.084, 2.949, -2.648], [0.768, -5.136, 0.522], [2.424, -0.763, 0.391], [3.487, 0.904, -3.416], [2.797, -2.154, -4.867], [-2.364, -4.141, 1.882], [-4.863, -0.651, 0.285], [-2.449, -0.691, -0.233], [-0.356, 4.800, 3.788], [-3.526, -0.559, 0.681], [1.279, 3.541, 2.905], [-2.842, -1.006, -1.546], [0.707, 3.814, -3.204], [0.601, 3.880, 2.167], [-1.942, 3.215, -2.512], [1.098, 4.251, 1.362], [-0.591, -3.869, 0.184], [-0.031, 2.403, 0.758], [-3.079, -4.132, 0.275], [2.255, -3.508, -1.789], [3.887, -3.117, -2.342], [-2.205, 2.166, 1.736], [-1.391, -0.645, 3.586], [-3.603, -0.560, 4.457], [1.161, -2.524, -4.304], [-0.075, 2.567, 1.830], [-1.509, 2.754, 2.330], [-2.236, -0.676, 4.673], [5.284, 1.952, 1.471], [4.098, 2.341, 0.843], [-1.663, 2.318, -1.001], [-2.581, 4.611, 2.808], [1.199, 3.231, -1.601], [-0.321, -0.732, 3.692], [-6.230, -0.986, -1.326], [1.228, -4.935, 1.493], [1.984, 1.451, -0.079], [1.562, -5.076, -0.227], [0.793, 1.529, 2.591], [1.450, 0.121, -0.124], [-0.633, -0.373, 0.677], [-2.286, -5.598, 0.880], [-5.656, -0.541, 1.014], [-0.954, 2.149, -5.065], [-1.823, -0.793, 5.665], [3.203, 1.342, 0.538], [-1.846, -0.500, 2.332], [6.018, 2.703, 1.729], [0.138, -3.752, -2.219], [-2.233, -4.506, 0.859], [0.294, -0.523, -1.778], [4.809, -1.427, 1.663], [-0.162, 1.554, -2.826], [5.537, 0.619, 1.762], [-1.592, 2.438, 3.372], [-1.754, 2.223, -2.088], [-4.070, -0.475, 3.163], [-1.741, 4.259, 2.212], [4.623, -0.386, 1.438], [-0.172, -2.462, 0.840], [2.407, -1.204, -2.635], [3.325, -2.581, -0.744], [-4.164, -1.112, -1.937], [2.078, 2.705, -3.023], [-1.919, 4.541, 1.172], [3.029, -2.739, -1.778], [-4.393, -1.358, -2.967]],
  "atomic_forces_ev_per_a": [[-0.014, 0.062, 0.002], [0.011, 0.013, 0.019], [-0.001, -0.001, 0.001], [0.018, 0.029, -0.001], [0.014, -0.017, -0.029], [0.082, -0.156, -0.027], [-0.001, 0.002, 0.002], [0.008, -0.007, 0.084], [0.016, -0.019, -0.012], [0.016, -0.003, -0.005], [0.054, 0.002, 0.005], [-0.073, -0.009, -0.051], [0.003, -0.002, 0.010], [-0.045, -0.025, -0.106], [0.039, -0.023, 0.017], [0.085, -0.005, -0.010], [0.025, -0.018, -0.002], [0.010, -0.008, 0.002], [-0.052, 0.030, 0.035], [-0.007, -0.004, 0.019], [0.008, 0.011, -0.050], [-0.016, -0.003, -0.009], [-0.004, -0.012, 0.058], [0.056, -0.079, 0.116], [0.016, 0.294, 0.046], [0.029, -0.012, 0.025], [-0.025, 0.035, 0.198], [0.014, 0.068, 0.048], [-0.020, 0.009, 0.000], [-0.017, 0.000, -0.027], [-0.015, -0.076, 0.036], [0.019, 0.040, 0.121], [-0.021, 0.064, 0.038], [0.007, 0.003, 0.005], [-0.049, -0.081, -0.056], [0.022, -0.021, 0.083], [0.247, 0.159, 0.105], [0.023, -0.008, -0.018], [-0.094, 0.172, -0.151], [-0.023, -0.003, 0.009], [0.030, -0.036, 0.001], [-0.029, 0.108, -0.225], [-0.014, -0.025, -0.071], [0.028, 0.007, -0.037], [0.022, -0.013, 0.003], [-0.005, 0.001, -0.021], [0.007, -0.019, -0.017], [0.075, -0.071, -0.063], [0.071, 0.003, -0.003], [0.010, 0.003, -0.012], [0.126, -0.019, 0.067], [0.019, -0.077, -0.037], [-0.066, 0.004, 0.041], [0.013, -0.009, 0.005], [-0.026, -0.032, -0.022], [-0.024, -0.007, -0.017], [0.001, 0.002, -0.007], [-0.018, 0.003, -0.002], [-0.022, -0.018, -0.002], [0.007, -0.001, -0.013], [-0.019, -0.031, 0.025], [-0.196, 0.058, 0.126], [-0.021, 0.002, -0.009], [0.059, -0.195, -0.139], [0.264, 0.094, -0.183], [-0.372, -0.394, -0.623], [-0.026, 0.002, -0.043], [0.006, 0.004, -0.007], [-0.002, -0.017, -0.024], [0.004, -0.003, -0.002], [-0.010, 0.040, -0.001], [-0.085, 0.052, 0.062], [0.001, 0.000, 0.001], [-0.030, 0.043, -0.031], [-0.030, 0.120, 0.229], [-0.060, 0.239, 0.244], [0.005, 0.000, 0.005], [-0.029, 0.113, 0.114], [0.006, 0.015, -0.003], [-0.019, -0.027, 0.047], [0.038, 0.026, 0.080], [-0.091, -0.019, -0.014], [-0.017, 0.033, 0.028], [-0.022, 0.009, -0.008], [0.217, -0.021, 0.142], [-0.055, -0.297, -0.084], [-0.014, 0.021, -0.055], [-0.036, 0.018, 0.031], [0.006, -0.032, -0.025], [0.003, -0.011, -0.006], [-0.021, -0.043, 0.027], [-0.001, -0.001, -0.007]]
}

---

2.
{
  "formula": "C22H17Cl2N6OPd",
  "method": "ωB97M-V/def2-TZVPD",
  "multiplicity": 1,
  "homo_energy_ev": -3.72,
  "charge": -1,
  "orbital_gap_ev": 6.48,
  "de_lowest_ev": 0.156,
  "elements": ["C", "N", "C", "C", "C", "C", "C", "H", "H", "C", "C", "H", "O", "H", "C", "N", "H", "H", "H", "H", "H", "C", "H", "C", "C", "H", "N", "C", "Cl", "C", "N", "C", "Cl", "H", "Pd", "H", "C", "C", "H", "C", "C", "C", "N", "H", "H", "N", "C", "C", "H"],
  "xyz": [[3.338, -1.262, 4.133], [-3.777, 2.157, 1.459], [1.296, 1.183, -3.426], [-3.012, 1.616, 0.540], [3.407, 2.204, 2.772], [-4.595, 2.663, -0.576], [-1.768, -2.001, -1.445], [1.613, 3.044, -2.445], [-1.658, -3.910, -2.462], [2.650, -2.420, 3.877], [1.038, 2.128, -2.491], [2.839, -3.300, 4.478], [0.489, -1.408, 1.137], [4.453, 1.248, 4.371], [-4.767, 2.816, 0.771], [1.873, 0.877, 1.527], [-2.794, -1.428, 1.568], [2.214, 2.839, 1.073], [-0.490, 2.812, -1.125], [-5.542, 3.361, 1.285], [-2.165, 0.954, 0.639], [2.467, 2.027, 1.743], [-0.919, -1.973, -3.254], [-2.772, -3.383, 0.683], [-2.448, -4.079, -0.475], [2.096, 1.323, -4.143], [-1.252, -1.331, -2.552], [-1.940, -3.392, -1.553], [4.517, -1.233, 5.427], [0.531, -0.007, -3.458], [-0.878, 0.825, -1.680], [1.380, -1.397, 2.031], [0.824, -3.977, 2.628], [-2.973, 1.583, -1.527], [0.379, 0.519, -0.055], [3.872, 3.172, 2.905], [2.151, -0.183, 2.320], [3.099, -0.102, 3.368], [0.760, -0.801, -4.158], [-0.040, 1.919, -1.554], [1.695, -2.486, 2.867], [-2.568, -2.018, 0.685], [-3.476, 1.890, -0.707], [-2.574, -5.154, -0.527], [-5.154, 3.025, -1.420], [-2.090, -1.330, -0.351], [-0.490, -0.151, -2.546], [3.730, 1.146, 3.573], [-3.155, -3.887, 1.559]],
  "atomic_forces_ev_per_a": [[0.018, -0.042, 0.017], [0.033, -0.001, 0.245], [0.134, 0.032, -0.174], [-0.407, -0.075, -0.427], [0.035, 0.010, -0.025], [-0.064, 0.080, -0.005], [0.008, -0.115, 0.090], [-0.017, 0.011, 0.026], [0.005, 0.009, -0.008], [-0.020, -0.005, 0.017], [-0.041, 0.074, 0.095], [0.001, 0.000, 0.002], [0.256, -0.156, 0.131], [0.012, -0.001, -0.009], [0.040, -0.004, -0.044], [-0.146, 0.114, -0.194], [0.000, -0.001, -0.008], [-0.031, -0.022, 0.017], [-0.104, -0.073, 0.109], [-0.014, 0.002, -0.006], [0.073, 0.156, 0.264], [0.116, -0.012, -0.035], [-0.031, 0.002, -0.004], [-0.010, 0.025, 0.053], [0.012, -0.026, -0.035], [0.001, -0.008, 0.000], [0.031, 0.010, -0.129], [-0.006, 0.018, 0.022], [0.018, 0.008, 0.020], [-0.118, -0.087, 0.095], [-0.076, -0.196, 0.018], [-0.195, 0.089, 0.063], [0.016, 0.003, 0.006], [0.022, -0.100, -0.054], [-0.111, 0.565, -0.129], [-0.006, -0.001, 0.024], [-0.124, -0.178, -0.027], [0.010, 0.012, -0.021], [-0.022, -0.012, 0.007], [0.465, -0.079, 0.052], [0.042, 0.030, -0.063], [0.055, 0.029, -0.017], [0.325, -0.087, 0.210], [-0.005, -0.003, -0.008], [0.009, 0.005, 0.002], [-0.184, -0.099, -0.064], [0.049, 0.116, -0.097], [-0.058, -0.026, -0.012], [0.003, 0.008, 0.011]]
}

---

3.
{
  "formula": "C3H10O2S2",
  "method": "ωB97M-V/def2-TZVPD",
  "multiplicity": 2,
  "homo_energy_ev": [-14.41, -14.40],
  "charge": 1,
  "orbital_gap_ev": [9.61, 5.86],
  "de_lowest_ev": 0.479,
  "s2": 0.755,
  "elements": ["H", "O", "H", "S", "C", "H", "H", "S", "C", "C", "H", "H", "H", "O", "H", "H", "H"],
  "xyz": [[-2.549, -1.409, -0.830], [-1.840, 0.487, -0.476], [0.293, -0.920, -0.600], [0.917, 0.205, 1.392], [-1.257, -1.535, 0.823], [0.849, -2.014, 0.729], [-1.299, -2.592, 0.545], [1.939, 1.108, -0.114], [0.181, -1.194, 0.450], [-2.350, -0.750, 0.009], [-3.140, -0.562, 0.722], [-1.289, 0.214, -2.459], [-1.171, 0.826, 0.122], [-0.413, 0.108, -2.849], [3.161, 1.005, 0.455], [-0.501, 0.628, -3.656], [-1.488, -1.528, 1.889]],
  "atomic_forces_ev_per_a": [[-0.767, 0.464, -0.168], [-0.311, -0.142, -0.344], [0.002, -0.282, -0.140], [0.773, -0.047, -0.629], [-0.168, -0.370, -0.438], [0.172, 0.090, -0.092], [-0.331, 0.009, 0.043], [-0.240, -0.727, 0.236], [-0.578, 0.499, 0.347], [1.944, -0.384, 1.042], [-0.733, -0.185, -0.431], [0.124, -0.001, 0.326], [-0.288, 0.270, 0.120], [-0.230, 0.210, -0.127], [-0.103, 0.491, 0.313], [0.334, -0.148, -0.130], [0.400, 0.252, 0.073]]
}

---

4.
{
  "formula": "C26H40CoN5O3S2Sb",
  "method": "ωB97M-V/def2-TZVPD",
  "multiplicity": 2,
  "homo_energy_ev": [-6.73, -6.64],
  "charge": 0,
  "orbital_gap_ev": [7.02, 6.93],
  "de_lowest_ev": 0.463,
  "s2": 1.113,
  "elements": ["H", "N", "H", "C", "H", "N", "N", "C", "C", "H", "H", "O", "H", "C", "C", "H", "C", "C", "C", "H", "H", "H", "C", "H", "C", "H", "O", "H", "H", "C", "C", "H", "H", "C", "C", "H", "C", "C", "H", "H", "H", "H", "C", "N", "C", "S", "H", "C", "H", "H", "Sb", "C", "H", "H", "C", "H", "C", "H", "H", "H", "H", "H", "N", "H", "C", "H", "S", "C", "H", "H", "C", "Co", "C", "O", "H", "H", "H", "H"],
  "xyz": [[0.095, -4.550, -2.188], [-1.417, -1.101, 2.429], [4.448, 1.105, -3.224], [-2.127, -3.277, 4.022], [-0.205, -4.063, 3.444], [-3.119, 2.473, 4.525], [1.663, -1.202, 2.562], [-2.124, 1.858, -3.831], [-3.847, 1.323, -2.274], [1.843, 1.229, -4.875], [-3.951, -2.180, 4.348], [-1.126, -0.841, -0.347], [0.578, -1.649, 0.868], [-2.947, 1.473, -1.209], [4.909, 0.467, -0.016], [-0.146, -2.079, -3.323], [1.713, 0.111, 2.280], [3.449, 0.746, -3.484], [-1.586, 1.819, -1.450], [3.247, -0.898, 0.215], [-4.880, 1.079, -2.044], [3.996, 2.711, -1.170], [-1.225, 2.044, -2.807], [4.553, 1.270, 0.633], [-3.454, 1.481, -3.582], [2.644, 3.316, -2.112], [1.143, 0.571, 1.285], [1.834, 1.361, 3.961], [3.330, 0.435, 3.671], [2.515, 0.981, 3.196], [-2.591, -1.144, 3.061], [-1.358, -4.186, -3.112], [5.594, -0.149, 0.573], [-2.638, -2.862, -1.094], [-0.365, -2.433, -2.318], [1.994, -1.489, 3.469], [-0.596, -2.146, 2.576], [2.906, 2.753, -1.212], [2.764, 2.629, -4.346], [5.496, 0.934, -0.808], [2.710, 2.972, 0.945], [-4.069, 2.802, 4.471], [2.333, 3.434, 0.028], [-3.376, 1.827, 2.366], [-0.908, -3.244, 3.364], [-0.818, 2.081, 3.225], [-3.244, -0.295, 2.922], [-1.650, -4.015, -0.982], [3.452, 1.528, -5.527], [-1.039, -3.884, -0.082], [2.240, 0.757, -1.679], [0.728, -2.072, 1.861], [-2.398, -4.124, 4.639], [3.553, -0.297, -3.792], [-3.454, 1.462, 0.139], [2.616, 4.490, 0.055], [3.755, -0.352, -0.584], [2.904, 1.831, 2.641], [-1.799, 2.020, -4.852], [-4.156, 1.355, -4.393], [-4.529, 1.540, 0.298], [-0.209, 2.365, -3.008], [-2.708, 1.506, 1.179], [0.483, -2.195, -1.674], [-2.546, 2.131, 3.321], [-3.120, -2.573, -0.160], [-1.699, -1.409, -1.618], [-2.986, -2.209, 3.863], [1.167, -3.065, 1.772], [-3.401, -3.046, -1.853], [2.848, 1.575, -4.618], [-0.907, 0.894, 1.163], [-0.780, -3.900, -2.230], [-0.707, 1.941, -0.519], [1.249, 3.371, 0.057], [4.123, -1.094, -1.297], [-2.151, -4.980, -0.905], [-2.516, 2.952, 5.171]],
  "atomic_forces_ev_per_a": [[0.008, -0.004, -0.016], [-0.106, 0.048, 0.173], [0.029, 0.017, -0.030], [0.023, -0.069, 0.011], [0.006, -0.005, 0.011], [0.152, -0.033, -0.009], [-0.216, -0.015, 0.209], [-0.049, -0.009, -0.013], [-0.017, -0.035, -0.007], [0.007, -0.006, 0.016], [-0.006, -0.003, 0.003], [0.005, -0.389, -0.098], [-0.024, -0.055, 0.010], [-0.121, -0.056, 0.119], [0.002, -0.023, -0.024], [0.013, -0.024, -0.025], [0.120, 0.089, -0.285], [0.000, 0.035, -0.043], [0.092, 0.029, -0.126], [0.010, -0.021, -0.029], [-0.002, 0.017, 0.010], [0.004, 0.045, -0.068], [-0.025, 0.005, 0.003], [-0.017, -0.009, 0.013], [0.119, 0.012, 0.029], [0.002, 0.042, 0.047], [-0.132, 0.076, -0.001], [0.012, 0.012, 0.007], [-0.004, 0.015, 0.031], [0.089, -0.019, 0.048], [0.076, -0.129, 0.002], [-0.007, 0.002, 0.003], [0.017, -0.031, -0.007], [-0.074, -0.138, 0.091], [0.067, -0.072, -0.033], [0.070, -0.040, -0.032], [0.074, -0.001, -0.095], [-0.061, 0.094, 0.054], [-0.003, 0.012, 0.019], [-0.012, 0.006, -0.006], [-0.050, 0.041, -0.125], [-0.020, 0.012, -0.006], [0.112, -0.054, 0.007], [0.287, -0.020, -0.204], [-0.046, -0.027, -0.073], [-0.011, 0.024, -0.001], [-0.023, 0.063, 0.000], [0.001, 0.045, 0.034], [0.013, -0.006, -0.003], [-0.024, 0.000, -0.038], [-0.024, -0.158, -0.126], [0.113, 0.007, -0.018], [0.002, 0.006, 0.010], [0.004, -0.012, 0.003], [-0.104, 0.243, -0.237], [0.018, -0.016, 0.006], [0.012, 0.056, 0.135], [-0.025, -0.074, 0.030], [0.001, 0.006, -0.008], [0.001, -0.006, -0.018], [-0.010, 0.149, -0.031], [-0.047, -0.040, 0.003], [-0.582, -0.377, 0.361], [0.002, -0.012, -0.028], [-0.148, -0.042, 0.108], [-0.044, -0.015, -0.014], [0.099, 0.470, 0.107], [-0.033, 0.089, -0.055], [0.036, 0.003, 0.021], [0.000, -0.041, -0.012], [-0.006, -0.036, 0.020], [0.249, 0.396, 0.011], [0.065, 0.004, 0.039], [0.197, 0.044, 0.140], [-0.122, -0.045, -0.001], [0.027, -0.052, 0.033], [-0.015, 0.001, -0.008], [-0.028, 0.002, -0.027]]
}

---

Results for energy: -134136.693 -62605.274 -29029.533 -107039.286 (in eV, following the order of the records).